C24H44ClF3I2N3O9S as an isolated structure. Source: the Open Molecules 2025 dataset; level of theory: ωB97M-V/def2-TZVPD.

**Maximum force**: 1.50 eV Å⁻¹
**Gap between HOMO and LUMO**: 0.2602 hartree
**Total charge**: +1

Each line ends with the Mulliken charge.
Cartesian coordinates (Å):
C 3.89452 -2.84128 3.50227  -1.111
C 2.88083 -3.23237 2.41552  -0.197
N 1.67373 -2.38764 2.55073  -0.889
N 1.12853 -1.90185 1.36957  0.907
C 1.61973 -1.00424 0.57280  -0.596
I 3.38142 -0.01067 0.89091  0.383
C 0.70286 -0.74525 -0.58143  -0.625
I 1.79955 -1.95843 -2.09883  0.293
C 0.69093 0.66090 -1.21367  -1.875
C 0.11409 1.86697 -0.41541  0.521
C 0.22084 1.83595 1.11324  -1.238
Cl 1.06244 3.31187 -0.95913  -0.210
C -0.65665 -1.51846 -0.23531  2.005
S -1.08490 -2.48327 -1.73526  -0.116
C -1.85382 -0.60419 0.09800  -1.165
C -3.20719 -1.34541 0.18068  -0.994
C -4.19521 -0.56466 1.02279  0.705
F -3.82511 -0.53441 2.31563  -0.274
F -5.41324 -1.11144 0.96818  -0.286
F -4.31346 0.71142 0.63265  -0.218
C -0.16390 -2.46142 0.91489  -0.730
N -1.05648 -2.68734 2.02771  -0.474
H 4.47510 -1.95332 3.22387  0.258
H 4.59323 -3.66372 3.69106  0.291
H 3.37487 -2.62970 4.44935  0.322
H 3.31796 -3.16536 1.41044  0.340
H 2.60893 -4.28449 2.58785  0.241
H 1.77748 -1.63452 3.22305  0.245
H 1.71976 0.90389 -1.50764  0.848
H 0.13307 0.55999 -2.15788  0.389
H -0.90843 2.09066 -0.74222  0.444
H -0.33684 2.67458 1.55048  0.413
H 1.27064 1.95083 1.41570  0.259
H -0.14479 0.90412 1.55454  0.206
H -1.41392 -3.64622 -1.15140  0.229
H -1.70738 -0.11343 1.06293  0.370
H -1.93701 0.13459 -0.70903  0.500
H -3.66230 -1.47722 -0.80575  0.483
H -3.11516 -2.31506 0.67708  0.297
H 0.11517 -3.41807 0.42564  0.446
H -0.51162 -3.06857 2.80051  0.270
H -1.70826 -3.42504 1.76951  0.303
C 1.85476 -10.31104 4.45205  -1.102
C 1.39978 -8.91112 4.10766  -0.184
O 2.47196 -7.95484 4.23040  -0.359
C 3.33303 -7.93054 3.21749  0.796
O 3.26871 -8.57583 2.20460  -0.545
O 4.28704 -7.03624 3.50569  -0.327
C 5.32819 -6.95592 2.52792  -0.725
H 2.30782 -10.33001 5.44354  0.300
H 1.00265 -10.99026 4.44532  0.357
H 2.58831 -10.67220 3.73266  0.316
H 0.64367 -8.56554 4.81002  0.287
H 0.98403 -8.86049 3.10141  0.311
H 4.91716 -6.79693 1.53251  0.325
H 5.92771 -7.86408 2.53597  0.350
H 5.94872 -6.10886 2.80847  0.216
C 0.98600 4.02601 -4.47997  -0.972
C 0.38720 5.39519 -4.71572  -0.115
O 1.39643 6.41299 -4.77054  -0.359
C 2.05930 6.49280 -5.92782  0.785
O 1.86664 5.80935 -6.89965  -0.554
O 2.96387 7.46238 -5.82069  -0.347
C 3.77904 7.64660 -6.98405  -0.635
H 1.61774 4.03922 -3.59505  0.226
H 0.19578 3.28656 -4.34102  0.288
H 1.59854 3.72234 -5.32872  0.370
H -0.25123 5.68390 -3.88284  0.154
H -0.20952 5.42010 -5.62715  0.348
H 3.16244 7.77940 -7.86994  0.303
H 4.44059 6.79265 -7.11990  0.292
H 4.36303 8.54250 -6.79767  0.221
C -5.66407 3.43572 0.49059  -0.918
C -6.36220 4.76704 0.65618  -0.413
O -5.43582 5.86494 0.68395  -0.350
C -4.97042 6.24965 -0.50287  0.798
O -5.25385 5.76677 -1.56942  -0.559
O -4.13515 7.27043 -0.31017  -0.341
C -3.54044 7.78152 -1.50609  -0.555
H -4.90233 3.30278 1.25995  0.281
H -6.39001 2.62746 0.57764  0.371
H -5.18299 3.36312 -0.48457  0.305
H -6.87303 4.81632 1.61579  0.311
H -7.09717 4.93222 -0.13100  0.338
H -4.30147 8.03250 -2.24149  0.306
H -2.85344 7.04844 -1.92600  0.207
H -2.99698 8.67429 -1.21209  0.225